[1]
C2H3FN3O2S | ωB97M-V with the def2-TZVPD basis set

Calculated values
**Kohn-Sham gap**: 7.287 eV
**ΔE to the lowest compared entry with this formula, charge and spin**: 14.2 kcal per mole
**Total charge**: -1
**Highest occupied orbital energy**: -3.261 eV

Last column: natural (NBO) charge in e.
Geometry (Å):
F1 3.02524 -1.14303 -0.65317  -0.55
S1 1.83651 0.07179 -0.56001  2.35
C1 0.38401 -0.80940 -0.45911  -0.93
C2 -0.83703 -0.08673 -0.14547  -0.27
O1 2.09777 0.84895 0.63058  -0.93
O2 1.91702 0.63669 -1.88965  -0.95
H1 0.48679 -1.83304 -0.79501  0.22
H2 -1.65211 -0.59570 -0.73779  0.20
H3 -0.73773 0.98182 -0.36551  0.19
N1 -1.09337 0.11661 1.47137  -0.32
N2 -2.20155 0.68355 1.56845  0.19
N3 -3.22553 1.12851 1.93532  -0.21

Atomic forces in eV per Å
-1.1819 1.1814 0.4076
-1.5978 -1.7382 -0.5311
0.9310 -0.2050 0.4426
1.4362 -0.2495 -0.4366
0.5766 0.0243 -1.0627
1.2377 0.7884 0.6571
-0.3341 0.1788 0.0244
0.2227 0.7262 1.3469
-0.3286 -0.1949 -0.5438
-2.6841 0.6538 -1.2583
-1.6231 -0.0038 2.8745
3.3453 -1.1615 -1.9208


[2]
C23H32NRu | ωB97M-V with the def2-TZVPD basis set

Calculated values
**2S+1**: 5
**Kohn-Sham gap (alpha / beta)**: 5.825 / 6.171 eV
**ΔE to the lowest compared entry with this formula, charge and spin**: 0.0 kcal per mole
**Total charge**: +1
**Highest occupied orbital energy (alpha / beta)**: -8.852 / -10.303 eV

Last column: Mulliken spin population.
Geometry (Å):
C1 0.48045 -0.34055 -2.34895  0.32
C2 1.39320 -1.49946 -2.68259  0.00
C3 -0.93400 -0.63238 -2.83157  0.03
C4 0.97527 0.92228 -3.02230  -0.02
H1 -1.04721 -0.34835 -3.88635  0.00
H2 -1.67783 -0.07088 -2.26758  -0.02
H3 -1.19740 -1.68508 -2.76048  0.00
H4 1.47732 -1.58860 -3.77987  0.00
H5 1.00349 -2.45670 -2.31382  0.01
H6 2.40613 -1.35732 -2.28925  0.01
H7 1.30254 0.70742 -4.05080  0.00
H8 1.82592 1.35564 -2.48767  0.02
H9 0.18129 1.66901 -3.08679  0.00
C5 -1.24165 -1.19459 1.74298  0.36
C6 -1.91714 -1.69102 0.60761  -0.07
C7 -0.96967 -2.21056 -0.29319  0.33
H10 -2.99148 -1.66680 0.43079  0.00
C8 0.36161 -1.98757 0.24107  0.02
C9 0.17436 -1.30226 1.53719  0.04
H11 0.92582 -1.23702 2.31395  -0.01
H12 -1.68957 -0.87755 2.68871  0.01
H13 -1.17022 -2.76930 -1.20262  0.00
H14 1.26686 -2.49002 -0.06444  0.01
C10 0.08941 1.79127 0.98678  0.04
C11 -1.21756 1.49575 1.52324  0.40
C12 -2.14587 1.41322 0.46473  -0.12
H15 -1.43078 1.47336 2.59366  0.00
C13 -1.49592 1.72110 -0.74596  0.37
C14 -0.10264 1.99773 -0.45625  0.00
H16 0.55590 2.56540 -1.09528  0.01
H17 0.95301 2.16459 1.53392  0.00
H18 -3.20396 1.14598 0.54301  0.00
H19 -1.93968 1.81529 -1.73693  0.00
Ru1 0.55997 0.00473 -0.15976  2.44
C15 2.95382 -0.17370 3.54577  0.00
N1 3.71497 -1.33254 3.02105  0.00
C16 3.56451 -2.52914 3.89412  0.00
C17 3.46101 -1.64221 1.54376  0.01
C18 3.67187 -0.39971 0.72727  -0.01
C19 5.02018 -0.03261 0.61969  -0.02
C20 5.38937 1.25598 0.23054  0.04
C21 4.38297 2.14835 -0.12077  -0.02
C22 3.04969 1.71059 -0.17501  0.00
C23 2.65189 0.43706 0.21085  -0.15
H20 1.89032 -0.42632 3.57832  0.00
H21 3.10844 0.70355 2.91195  0.00
H22 3.30344 0.01577 4.56603  0.00
H23 4.70442 -1.05481 3.05317  0.00
H24 2.52284 -2.87221 3.83494  0.00
H25 4.24158 -3.31122 3.53637  0.00
H26 3.80442 -2.22901 4.91873  0.00
H27 4.21139 -2.41558 1.30380  0.00
H28 2.45842 -2.08094 1.46978  -0.02
H29 5.80047 -0.75223 0.89407  0.00
H30 6.44007 1.54723 0.23875  0.00
H31 4.61508 3.18863 -0.36984  0.00
H32 2.31411 2.43053 -0.51920  0.00

Atomic forces in eV per Å
-0.2987 -0.1570 -0.6209
0.2687 -0.3802 0.0611
-0.3095 -0.0176 -0.1893
0.2200 0.3385 0.0709
0.1307 0.0038 0.0362
0.0128 -0.2031 -0.1839
0.0571 0.0955 -0.0998
-0.0040 0.0103 0.2177
0.1223 0.1904 -0.0727
-0.0202 -0.0438 -0.0796
-0.0613 -0.0361 0.1423
0.0405 0.0525 -0.2701
0.1272 0.0237 0.0082
-0.5329 -0.7170 0.2197
0.5275 -0.2417 0.1934
0.0810 -0.3422 0.5769
0.3442 -0.0375 0.1513
-1.1054 -0.8875 1.3888
0.0723 -1.2803 -0.6475
-0.4597 -0.0176 -0.1981
0.0621 0.0402 -0.6084
-0.0204 0.2881 0.3488
-0.0545 -0.1751 -0.1999
-0.5732 1.1201 -1.0494
-0.3508 0.8276 -0.0478
0.0434 0.4048 -0.1149
-0.0242 -0.2635 -0.4713
0.0436 0.4132 0.6571
-0.7022 0.4225 1.2535
-0.1436 -0.1198 -0.0425
-0.3909 -0.1141 -0.0101
0.5281 0.0941 0.0844
0.0716 -0.0671 0.4781
3.0814 0.9776 -0.5846
-0.3611 0.3056 0.4221
0.5359 0.1336 -0.2549
-0.2252 -0.1229 -0.0319
-0.2716 -0.5848 -0.2550
0.2017 -0.0870 -0.2723
0.0187 0.4710 0.1840
-0.0682 -0.1618 0.0291
-0.1965 -0.0369 -0.0065
0.6000 0.6117 -0.1837
-0.9211 -0.6755 0.0212
0.3342 0.1128 0.0301
0.0168 -0.2602 0.1093
-0.0597 0.0443 -0.2492
-0.2433 -0.0348 -0.0304
0.3335 0.0925 0.0258
-0.1766 0.1579 0.1551
-0.0225 -0.2128 -0.2186
-0.3520 0.2651 0.0286
0.4612 0.1824 0.1253
-0.2418 0.2153 -0.0049
-0.3158 -0.0479 -0.1116
-0.0528 -0.4403 0.0234
0.2227 -0.1292 0.0676


[3]
H4OSSi | ωB97M-V with the def2-TZVPD basis set

Calculated values
**Kohn-Sham gap**: 7.976 eV
**ΔE to the lowest compared entry with this formula, charge and spin**: 37.6 kcal per mole
**Total charge**: 0
**Highest occupied orbital energy**: -8.292 eV

Last column: natural (NBO) charge in e.
Geometry (Å):
O1 -1.14635 0.05725 -0.02205  -0.92
Si1 0.93145 -0.15166 0.23687  1.08
S1 1.78808 1.10562 -1.04644  -0.75
H1 -1.83479 -0.40294 -0.58061  0.52
H2 1.14483 -0.08436 1.66944  -0.20
H3 0.63534 -1.46789 -0.09771  -0.24
H4 -1.51856 0.94397 -0.15950  0.51

Atomic forces in eV per Å
-2.2349 0.3260 -0.7909
0.7538 1.6975 -1.2599
-0.4232 -0.3380 0.6225
1.5577 -0.4740 0.7659
-0.3280 0.2264 0.5661
-0.1841 -1.9242 -0.3913
0.8587 0.4862 0.4877


Please write out number 3 again, unchanged.
H4OSSi | ωB97M-V with the def2-TZVPD basis set

Calculated values
**Kohn-Sham gap**: 7.976 eV
**ΔE to the lowest compared entry with this formula, charge and spin**: 37.6 kcal per mole
**Total charge**: 0
**Highest occupied orbital energy**: -8.292 eV

Last column: natural (NBO) charge in e.
Geometry (Å):
O1 -1.14635 0.05725 -0.02205  -0.92
Si1 0.93145 -0.15166 0.23687  1.08
S1 1.78808 1.10562 -1.04644  -0.75
H1 -1.83479 -0.40294 -0.58061  0.52
H2 1.14483 -0.08436 1.66944  -0.20
H3 0.63534 -1.46789 -0.09771  -0.24
H4 -1.51856 0.94397 -0.15950  0.51

Atomic forces in eV per Å
-2.2349 0.3260 -0.7909
0.7538 1.6975 -1.2599
-0.4232 -0.3380 0.6225
1.5577 -0.4740 0.7659
-0.3280 0.2264 0.5661
-0.1841 -1.9242 -0.3913
0.8587 0.4862 0.4877